# 1
Computed, not measured: C2H6N4 in the gas phase, with the ωB97M-V functional and the def2-TZVPD basis.

Last column: natural (NBO) charge in e.
Element x y z (Å)
C -0.22465 0.42578 0.33802  0.260
C 1.19345 -2.54389 -0.67935  -0.068
H -0.00881 3.07758 0.68015  0.364
H -1.60564 2.79764 1.46495  0.370
H 0.59149 0.42010 1.04072  0.178
H -0.72186 -0.51027 -1.32863  0.397
H 2.24304 -2.73330 -0.79222  0.183
H 0.50801 -3.38758 -0.60050  0.157
N -0.71033 2.44401 1.09413  -0.732
N -0.97978 1.43451 0.08507  -0.363
N -0.22983 -0.68475 -0.45033  -0.479
N 0.94579 -1.33027 -0.50266  -0.267

Cartesian forces (eV/Å) of the 2 atoms listed first:
0.118 1.366 -1.044
-0.826 -0.371 0.336

Results
HOMO energy = -8.19 eV


# 2
Computed, not measured: C2H6N4 in the gas phase, with the ωB97M-V functional and the def2-TZVPD basis.

Last column: Löwdin spin population.
Element x y z (Å)
C 0.18740 -1.16896 0.90493  0.142
C -0.65265 0.14729 0.82819  0.098
N 0.79058 -1.69462 0.00658  0.697
N -0.99852 0.22144 -0.57910  0.222
N -0.06551 0.19244 -1.43695  0.567
N 1.13877 0.87199 -1.22902  0.145
H -0.03910 -1.65294 1.98433  0.090
H -1.59122 0.12046 1.50135  0.002
H 0.03255 1.00286 1.07000  0.005
H -1.60182 -0.53755 -0.83771  0.008
H 1.39745 0.90018 -0.26286  0.005
H 1.40208 1.59742 -1.94974  0.020

Cartesian forces (eV/Å) of the 2 atoms listed first:
-2.746 0.724 4.801
0.585 -0.440 0.391

Results
Multiplicity = 3
HOMO energy (alpha / beta) = -6.35 / -9.03 eV
<S²> = 2.0148


# 3
Computed, not measured: a molecular structure, C2H6N4O, with the ωB97M-V functional and the def2-TZVPD basis.

Last column: natural (NBO) charge in e.
Element x y z (Å)
C -0.60013 0.11709 -0.21201  0.531
N -1.65662 0.30889 0.64125  -0.829
N -0.71367 -1.00512 -1.01665  -0.835
C 1.05060 1.20232 -0.37028  0.233
O 1.77728 -0.86560 0.63478  -0.588
N 0.83090 0.17782 0.52108  -0.252
N -0.12657 1.31004 -0.87335  -0.483
H 2.31983 -0.62342 1.40170  0.472
H -1.60919 1.09334 1.27373  0.397
H -2.26708 -0.45649 0.87939  0.387
H -0.01381 -1.09523 -1.73945  0.393
H -0.98730 -1.87512 -0.58064  0.382
H 1.99576 1.71148 -0.55954  0.194

Cartesian forces (eV/Å) of the 2 atoms listed first:
0.931 -0.689 0.793
-0.957 0.059 0.197

Results
HOMO energy = -8.45 eV


# 4
Computed, not measured: C2H6N4O in the gas phase, with the ωB97M-V functional and the def2-TZVPD basis.

Last column: natural (NBO) charge in e.
Element x y z (Å)
C 0.57833 0.79788 1.23658  0.268
C -1.09662 0.08924 -0.19233  0.335
H 1.79778 -2.10084 1.57032  0.376
H 1.17719 -1.36052 0.23909  0.352
H 0.68232 1.86553 1.58261  0.186
H -1.65992 0.00780 0.84856  0.198
H -1.08162 0.00494 -3.22713  0.356
H 0.37685 0.07792 -2.46390  0.351
N 1.12337 -1.36616 1.23205  -0.660
N 1.09611 -0.17408 1.89453  -0.243
N -1.50885 -0.10303 -1.36150  -0.312
N -0.65267 0.40416 -2.44154  -0.661
O 0.17642 0.60703 -0.00998  -0.545

Cartesian forces (eV/Å) of the 2 atoms listed first:
1.663 0.443 2.333
0.026 0.564 1.812

Results
HOMO energy = -9.08 eV


# 5
Computed, not measured: 3 unconnected molecules or ions with the total composition C2H6N4O2, with the ωB97M-V functional and the def2-TZVPD basis.

Last column: natural (NBO) charge in e.
Element x y z (Å)
C -0.81812 -1.82420 -1.60480  0.468
C 1.86079 0.83282 -0.60756  0.864
N 1.92286 0.60462 -1.77430  -0.789
N -1.39267 2.30452 2.28925  -1.046
N 0.44727 -1.42112 0.32069  -0.254
N -0.41349 -1.95122 -0.38973  -0.134
O -0.59274 -2.33993 -2.68019  -0.537
O 1.77646 1.16530 0.50675  -0.530
H -1.80254 -1.31865 -1.45637  0.126
H -0.56466 2.39195 2.75819  0.350
H 1.88917 -0.35264 -2.28258  0.447
H -1.09582 2.37179 1.27475  0.353
H -1.68167 1.36407 2.40320  0.345
H 0.46516 -1.82734 1.24268  0.336

Cartesian forces (eV/Å) of the 2 atoms listed first:
-3.495 1.011 -3.823
-0.299 -0.054 1.457

Results
HOMO energy = -10.33 eV


# 6
Computed, not measured: a gas-phase ion, C2H6N4O2 (charge +2), with the ωB97M-V functional and the def2-TZVPD basis.

Last column: natural (NBO) charge in e.
Element x y z (Å)
C 0.32906 1.13339 -0.27697  -0.255
C 1.07668 0.13644 0.54096  -0.358
N -1.14935 0.85610 -0.10383  -0.251
N -0.18771 -1.50942 -0.32773  -0.343
N 0.97747 -1.21232 0.03647  0.408
N -1.61262 -0.22768 0.04142  0.607
O 1.88353 -1.96252 -0.01753  -0.117
O -2.57859 -0.76857 0.25153  0.026
H 0.28357 2.26938 0.06938  0.323
H 0.47725 1.22956 -1.37447  0.305
H 2.08252 0.44251 0.79012  0.342
H 0.64157 0.05111 1.58632  0.296
H -1.77995 1.81782 -0.25982  0.548
H -0.44344 -2.25581 -0.95584  0.472

Cartesian forces (eV/Å) of the 2 atoms listed first:
-1.569 2.851 -0.346
-0.032 1.325 2.985

Results
Charge = +2
HOMO energy (alpha / beta) = -21.54 / -21.54 eV


# 7
Computed, not measured: a molecular structure, C2H6N4OS, with the ωB97M-V functional and the def2-TZVPD basis.

Last column: natural (NBO) charge in e.
Element x y z (Å)
C -0.61809 0.06939 -0.83269  0.414
C 1.73326 -1.61140 0.80950  0.275
H -0.83842 2.06573 0.77171  0.310
H -1.56679 3.05870 -0.75524  0.351
H -2.63516 0.30471 -0.80821  0.398
H 2.31219 -0.96863 -1.19420  0.433
H 2.58923 -2.47946 0.80349  0.194
H 0.19131 -0.80351 1.76236  0.345
N -1.98210 2.15735 0.02373  -0.586
N -1.72963 0.99070 -0.87321  -0.526
N 1.70884 -0.71734 -0.24298  -0.823
N 0.87110 -1.59163 1.73560  -0.684
O -0.86352 -1.13777 -1.05645  -0.586
S 0.82778 0.66318 -0.14341  0.485

Cartesian forces (eV/Å) of the 2 atoms listed first:
-4.634 -2.227 0.477
0.085 -1.907 0.808

Results
HOMO energy = -9.62 eV


# 8
Computed, not measured: 2 unconnected molecules or ions with the total composition C2H6N4S, with the ωB97M-V functional and the def2-TZVPD basis.

Last column: natural (NBO) charge in e.
Element x y z (Å)
C -1.11357 0.36075 0.46292  0.192
C -1.03556 -0.96875 -0.20538  -0.718
N 0.99247 0.62825 -0.43768  -0.088
N 2.02792 0.22434 -0.28753  0.268
N -0.70343 0.49774 1.67330  -0.643
N 2.97790 -0.30434 0.22745  -0.544
S -1.97512 1.63902 -0.52110  -0.055
H -0.60015 -1.83036 0.40944  0.241
H -0.17995 -0.85556 -0.97948  0.237
H -2.01957 -1.34043 -0.53739  0.241
H -0.89190 1.39254 2.10631  0.345
H 3.72177 -0.58712 -0.29621  0.370
H -1.20081 1.14392 -1.61464  0.155

Cartesian forces (eV/Å) of the 2 atoms listed first:
-0.979 0.172 2.743
1.932 -1.958 -0.611

Results
HOMO energy = -9.30 eV


# 9
Computed, not measured: C2H6N4S in the gas phase, with the ωB97M-V functional and the def2-TZVPD basis.

Last column: natural (NBO) charge in e.
Element x y z (Å)
C -1.33236 -0.19568 0.07771  0.248
C 2.19460 -0.19940 -0.14976  0.282
H -1.89119 2.11113 0.26882  0.466
H -3.04830 0.68095 -0.28611  0.385
H -1.85321 -1.11152 -1.52252  0.342
H 1.01904 -1.81409 0.84989  0.422
H 3.05625 -0.86218 -0.62916  0.185
H 1.69622 1.53080 0.16061  0.326
N -2.07521 0.98366 0.18848  -0.903
N -1.27242 -1.18146 -0.72863  -0.697
N 1.24511 -0.80599 0.76182  -0.830
N 2.40916 1.01541 -0.34313  -0.652
S -0.14769 -0.15163 1.35197  0.427

Cartesian forces (eV/Å) of the 2 atoms listed first:
2.140 1.062 -0.524
1.893 -2.595 0.054

Results
HOMO energy = -9.29 eV


# 10
Computed, not measured: C2H6N4S in the gas phase, with the ωB97M-V functional and the def2-TZVPD basis.

Last column: natural (NBO) charge in e.
Element x y z (Å)
C -2.05418 -0.75305 -0.27937  0.395
C 0.76235 -0.28692 1.59711  -0.967
N -2.97640 -0.92570 0.39330  -0.369
N 1.48831 -0.44620 -1.17275  -1.104
N 0.18981 1.60818 -0.11142  -1.006
N -0.93121 -0.56293 -0.93040  -0.894
S 0.57812 -0.12297 0.00029  1.824
H 0.83499 0.64198 2.03713  0.262
H 1.17466 -1.20272 1.92359  0.251
H 2.37165 -0.75030 -0.84836  0.386
H -0.06652 1.77890 -1.10237  0.386
H -0.61506 1.87776 0.41270  0.382
H -0.75651 -0.85603 -1.91944  0.455

Cartesian forces (eV/Å) of the 2 atoms listed first:
-0.346 -0.397 0.178
-0.316 -1.595 -2.637

Results
HOMO energy = -9.41 eV


| no. | energy (eV) |
| --- | --- |
| 1 | -8128.20065 |
| 2 | -8125.45565 |
| 3 | -10176.20022 |
| 4 | -10175.85361 |
| 5 | -12223.67928 |
| 6 | -12197.81474 |
| 7 | -21009.61449 |
| 8 | -18963.29134 |
| 9 | -18964.51242 |
| 10 | -18961.97115 |